No. 1
2 unconnected molecules or ions with the total composition C8H9N4O2S. Source: the OMol25 dataset; level of theory: ωB97M-V with the def2-TZVPD basis set.

Its charge is -1. As for the frontier orbital gap: 5.936 eV. Its HOMO energy is -3.076 eV. Its maximum force is 0.75 eV Å⁻¹.

Positions of all 24 atoms, in Å:
N (-1.104111, 2.048126, 2.224135)
C (-1.347813, 1.801086, 1.129485)
C (-1.603496, 1.288192, -0.221694)
C (-0.333526, 1.279740, -1.100027)
C (-0.719594, 0.880782, -2.461221)
N (-1.014959, 0.516064, -3.510022)
C (0.849997, 0.467539, -0.504035)
C (1.377669, -0.685956, -1.331751)
S (0.308045, -2.177644, -1.429174)
C (-0.355121, -2.173597, 0.183628)
N (-1.591764, -2.084921, 0.549066)
N (-1.591200, -2.123234, 1.936113)
C (-0.361931, -2.213662, 2.293958)
O (0.483010, -2.271852, 1.244822)
H (-2.023839, 0.285211, -0.140699)
H (-2.360964, 1.924767, -0.684868)
H (0.003911, 2.317150, -1.179091)
H (1.704631, 1.156732, -0.344102)
H (0.598249, 0.150217, 0.505298)
H (1.588430, -0.381480, -2.356268)
H (2.323355, -0.992577, -0.886285)
H (0.024580, -2.232187, 3.297104)
O (2.942314, 1.676125, 1.089247)
H (2.204126, 1.545380, 1.696381)

Atomic forces in eV per Å
N -0.2 0.3 -0.1
C 0.3 -0.6 0.1
C -0.2 0.3 -0.1
C 0.1 0.2 0.1
C 0.1 -0.3 0.2
N 0.0 0.2 0.0
C -0.1 0.2 -0.7
C 0.3 0.0 0.7
S -0.3 0.0 -0.1
C 0.1 0.0 -0.2
N 0.2 0.0 -0.2
N -0.1 0.0 0.2
C -0.2 0.0 -0.2
O 0.1 0.0 0.3
H 0.0 0.0 0.1
H 0.0 0.0 0.0
H 0.0 0.0 0.0
H 0.1 -0.1 0.5
H 0.0 0.0 0.0
H -0.2 -0.2 -0.1
H 0.0 0.0 0.0
H 0.1 0.0 0.0
O -0.1 -0.1 -0.3
H 0.1 0.1 0.1

Here are the Löwdin charges for atoms 1 to 6, given in e: 0.158 -0.219 -0.143 -0.277 -0.225 0.156


No. 2
A molecular structure, C21H16N4O3PdS5 at a distorted geometry. Source: the OMol25 dataset; level of theory: ωB97M-V with the def2-TZVPD basis set.

Its expectation value of S² is 6.05. The energy relative to the best compared isomer or geometry (same formula, charge and spin) comes out at 290.4 kJ/mol. Its charge is +2. As for the frontier orbital gap (alpha / beta): 7.962 / 5.369 eV. Its HOMO energy (alpha / beta) is -14.170 / -14.366 eV. Its maximum force is 2.07 eV Å⁻¹. The spin multiplicity is 5.

Positions of all 50 atoms, in Å:
Pd (0.680694, 0.126064, -0.574218)
N (-2.691210, 1.859212, 1.730044)
C (-3.544668, 2.689634, 1.010415)
C (-4.872889, 2.841707, 1.400745)
C (-5.737681, 3.609728, 0.640011)
C (-5.284368, 4.254474, -0.509809)
C (-3.960435, 4.142705, -0.894023)
C (-3.087917, 3.358559, -0.146658)
S (-1.397427, 3.236890, -0.622795)
N (-0.813800, 2.043579, 0.331832)
C (-1.454295, 1.499430, 1.325224)
C (-0.750586, 0.407494, 2.054139)
C (-0.524599, 0.462889, 3.422843)
C (0.210470, -0.556308, 4.015354)
C (0.631627, -1.626256, 3.239141)
C (0.352981, -1.607443, 1.880679)
N (-0.297802, -0.603826, 1.299597)
H (-3.077186, 1.402991, 2.552142)
H (-5.228450, 2.344132, 2.289841)
H (-6.771901, 3.701774, 0.934644)
H (-5.967070, 4.840547, -1.102840)
H (-3.593982, 4.666099, -1.762587)
H (-0.873111, 1.299263, 4.005237)
H (0.464509, -0.512823, 5.063384)
H (1.179081, -2.448185, 3.673690)
H (0.667170, -2.415183, 1.223679)
C (0.677024, -3.612563, -1.771361)
O (0.217639, -2.269974, -1.578042)
C (-1.051548, -2.000867, -1.916285)
S (-2.099789, -3.122403, -2.537801)
S (-1.509730, -0.394036, -1.633622)
H (1.681325, -3.651872, -1.353736)
H (0.692527, -3.858820, -2.835455)
H (0.018668, -4.317715, -1.257063)
O (2.274713, 0.258415, 1.170361)
S (3.269005, 0.721543, 0.206003)
O (4.278747, 1.581293, 0.682797)
N (2.344039, 1.382493, -1.031503)
C (2.289101, 0.525249, -2.031959)
S (1.293172, 0.851877, -3.384803)
C (3.145560, -0.672367, -1.935246)
C (3.320336, -1.681227, -2.875040)
C (4.122789, -2.759885, -2.525271)
C (4.755894, -2.816348, -1.289216)
C (4.616426, -1.783623, -0.361745)
C (3.808205, -0.725929, -0.708703)
H (2.840586, -1.612037, -3.843222)
H (4.262584, -3.574921, -3.221452)
H (5.365330, -3.670757, -1.035388)
H (5.130240, -1.812674, 0.588043)

Atomic forces in eV per Å
Pd -1.0 0.0 0.4
N 0.0 -0.1 0.0
C -0.1 0.2 -0.2
C -0.1 0.0 -0.1
C 0.3 -0.3 0.2
C 0.4 0.0 -0.2
C -0.3 0.1 0.0
C 0.8 -0.1 0.0
S -0.9 -0.3 0.6
N -0.1 0.3 -0.1
C 0.0 0.3 -0.1
C 0.2 -0.4 0.6
C -0.1 0.0 -0.3
C 0.1 -0.2 -0.2
C -0.2 0.2 0.0
C -0.1 -0.2 0.2
N -0.1 0.3 0.0
H 0.1 0.0 -0.2
H -0.1 -0.1 0.1
H 0.0 0.0 0.1
H -0.1 0.1 -0.1
H 0.0 0.0 -0.2
H 0.0 0.2 0.1
H -0.1 0.0 0.1
H 0.0 0.0 0.0
H 0.0 0.2 0.1
C 0.2 -0.7 -0.2
O -1.1 -0.3 -0.4
C 1.1 1.4 1.0
S -0.4 -0.3 -0.4
S -0.3 -0.8 -0.7
H -0.1 0.0 -0.1
H 0.1 0.1 0.1
H 0.1 0.1 0.1
O 0.0 0.1 -0.1
S 0.6 -0.9 0.5
O 0.4 0.3 -0.2
N 0.3 0.7 0.7
C 0.1 -0.2 -1.8
S -0.1 0.0 0.1
C 0.6 -0.4 0.2
C -0.1 0.3 0.2
C 0.1 0.0 0.0
C -0.1 0.2 0.2
C 0.1 0.0 0.2
C -0.4 0.5 -0.5
H 0.0 -0.1 0.0
H 0.0 0.0 -0.1
H 0.1 0.0 0.0
H 0.0 0.0 0.1

Here are the Löwdin charges for atoms 1 to 6, given in e: 0.717 0.197 -0.191 0.019 -0.004 -0.013


No. 3
A molecular structure, H10KO5 at a distorted geometry. Source: the OMol25 dataset; level of theory: ωB97M-V with the def2-TZVPD basis set.

The energy relative to the best compared isomer or geometry (same formula, charge and spin) comes out at 402.3 kJ/mol. Its charge is +1. As for the frontier orbital gap: 11.732 eV. Its HOMO energy is -15.157 eV. Its maximum force is 4.29 eV Å⁻¹.

Positions of all 16 atoms, in Å:
K (-19.345132, -1.382063, -3.592369)
O (-19.621022, -3.173279, -4.785367)
H (-18.831837, -3.710537, -4.716259)
H (-20.196178, -3.665880, -5.370830)
O (-21.270616, -0.364920, -3.785929)
H (-21.462592, 0.531671, -4.060693)
H (-22.067700, -0.656092, -3.343093)
O (-17.533897, -0.065228, -3.429090)
H (-17.756728, 0.326390, -2.584567)
H (-16.915360, -0.763392, -3.214136)
O (-19.343751, -0.802008, -5.599319)
H (-19.536450, -1.470167, -6.257093)
H (-19.589640, 0.023576, -6.016680)
O (-18.517870, -1.814172, -1.734654)
H (-18.385885, -2.471175, -1.051166)
H (-19.257110, -1.290872, -1.424960)

Atomic forces in eV per Å
K -1.1 -0.5 0.7
O -0.4 -2.3 -1.3
H 0.3 -0.4 -0.1
H -0.3 -0.4 -0.2
O -2.2 1.1 0.1
H -0.2 0.4 -0.1
H -0.5 0.0 0.1
O 1.6 1.6 -0.3
H 0.4 0.3 0.3
H 0.5 0.0 0.2
O 0.1 1.4 -4.0
H 0.0 -0.2 -0.3
H 0.2 0.4 -0.3
O 1.5 -1.3 3.8
H 0.3 -0.2 0.5
H -0.1 0.1 0.8

Here are the Löwdin charges for atoms 1 to 6, given in e: 1.072 -0.140 0.077 0.085 -0.142 0.075


Question: What is the formula in the third record?
Answer: H10KO5


Question: Which of these has the lowest charge?
Answer: C8H9N4O2S